DFT (ωB97M-V with the def2-TZVPD basis set) results for a cluster of 2 separate species, C3H11NOS2 in total in a non-equilibrium geometry.

Computed properties:
Max |F| in eV Å⁻¹: 3.044
SMILES string: CSSCCN.O
Lowest unoccupied orbital energy in eV: 0.76
Charge: 0
ΔE to the lowest compared entry with this formula, charge and spin in kcal/mol: 14.4

```
18
C3H11NOS2 (ωB97M-V with the def2-TZVPD basis set)
H -1.78 -3.92 4.33
H -2.06 -2.66 3.46
S -0.94 1.64 -2.61
H 0.61 1.77 1.51
C 0.08 0.83 -3.81
C 0.83 0.70 -0.34
S 0.48 2.28 -1.24
H 0.82 0.13 -3.46
H 1.87 0.87 -0.17
H 0.35 -1.20 1.67
H 0.99 -0.09 2.79
H -0.84 1.00 1.07
H -0.63 0.30 -4.45
O -1.70 -3.55 3.45
H 0.45 -0.21 -0.75
C 0.24 0.84 1.09
H 0.58 1.55 -4.45
N 0.65 -0.27 1.90
```